Formula: C60H132N6O9
Source: OMol25
Level of theory: ωB97M-V/def2-TZVPD

```
207
Properties=species:S:1:pos:R:3:forces:R:3
H -4.5140 -4.6520 3.7201 0.0 0.2 0.1
H -2.4454 5.5019 1.8586 -0.2 0.5 -0.7
H -5.7611 -3.8239 1.7614 0.1 0.1 0.4
C -6.3142 -3.2636 -1.8681 -0.4 -0.1 -0.6
H -5.7471 -4.0159 -1.3009 -0.2 0.1 -0.4
H 4.2253 2.3335 -5.1840 -0.3 0.0 -0.5
H -2.3319 7.0982 1.0026 0.4 -0.3 0.3
C -0.5891 2.9190 0.3248 0.0 0.8 -0.3
C -2.1804 -1.5477 3.6306 -1.0 0.7 -0.5
C -4.6689 0.0673 -2.3043 -0.4 0.2 1.0
H 0.9109 0.7381 -0.6734 -0.1 -0.6 0.3
C -4.3719 -5.6948 3.4177 0.4 1.4 0.2
H 5.6700 0.4234 0.6007 -0.1 -0.3 0.0
C 1.3764 -2.8199 4.8673 0.2 0.6 -0.4
H 6.3324 2.1770 2.1106 0.4 0.4 0.4
C -2.6534 6.0505 0.9213 0.3 0.5 0.0
H -3.7011 -2.4758 -0.1636 0.4 0.4 0.3
H 5.0179 -3.8929 1.3737 0.0 -0.2 0.6
H 7.9871 0.4212 -2.2691 0.6 -0.3 -0.9
N -1.4264 0.3117 4.9030 1.0 0.4 0.6
H -3.6591 -0.7330 0.3720 -0.5 -1.0 -1.1
H -3.2647 6.3662 -1.7401 0.6 0.3 0.1
H -4.2429 0.3617 -3.2506 -0.1 0.2 -0.6
C -2.0881 -5.1479 1.5655 -0.5 0.5 0.0
H -0.3254 -3.8766 1.2580 0.0 -0.3 -0.2
H 2.7228 3.6744 -7.5428 -0.4 -0.1 -0.1
H -3.5669 4.1738 -0.7141 -0.6 -0.2 0.0
H 7.9388 4.4642 0.9347 0.2 -0.2 -0.4
H 0.2908 -0.1562 4.0286 -0.1 -0.5 0.7
H 4.3550 1.5405 0.9552 -0.8 -0.2 0.2
H -4.2183 2.0157 4.8311 0.2 1.2 -0.8
H -7.2171 -3.6906 -2.2926 -0.1 -0.6 0.0
H -0.1520 2.2004 0.9990 0.2 -0.6 0.1
H -0.5678 2.0923 7.6300 -0.4 0.5 0.4
H -4.9588 -7.2923 0.3516 0.2 0.0 0.4
H 0.6836 3.8558 -3.8412 -0.1 -0.1 0.3
H -5.1697 -1.6616 -0.0166 0.2 0.7 -0.6
C -5.5659 -2.6455 -3.0814 0.3 0.4 0.3
H 1.5061 0.7172 -8.2012 -0.5 0.3 -0.4
H -0.4187 -6.4881 1.2487 0.1 0.1 0.0
C -2.5623 -0.1230 4.0750 -0.3 0.5 1.3
H 1.3413 -4.1519 3.1497 -0.2 0.4 -0.2
H -0.9376 -5.0689 3.4371 -0.9 0.0 -0.4
H 0.4891 3.7936 2.8317 0.4 0.4 -0.5
C 8.4108 1.0786 0.7283 0.5 -1.0 1.0
N -3.5303 -5.0677 1.2375 0.3 1.5 -0.1
C -4.6496 -5.7037 1.9049 1.3 -2.2 1.1
H 4.7227 2.4080 -6.8859 -0.1 0.0 -0.1
H 5.1384 -2.4981 -1.2993 0.3 0.0 0.0
H 2.3500 -2.5037 0.7357 0.2 -0.3 0.0
C -2.4984 4.0440 -0.6448 -0.4 -0.1 1.0
H -1.8670 7.4181 -1.4020 0.1 0.3 0.6
H -4.9197 -3.1399 -5.0996 -0.2 -0.1 0.1
H -0.4992 0.3541 7.2299 0.1 1.2 -0.3
H 6.3975 -0.2880 -2.6993 -0.5 -0.2 -0.6
H -2.3394 3.5021 1.4469 0.0 0.1 0.3
H 4.7432 2.7986 -1.0297 0.1 -0.1 -0.2
H 6.0296 3.4621 0.8565 -0.8 0.2 0.4
H -6.7416 0.6186 -2.7354 -0.1 0.2 -0.1
O -3.6987 -5.1569 -0.1512 -0.3 0.6 -0.1
H 1.0232 3.0694 -7.3845 0.4 0.1 0.0
H -1.2321 -1.4502 3.1133 0.1 -0.3 -0.3
H -6.7226 -2.5459 -1.1552 0.4 0.2 -0.1
C 0.8581 3.2909 -4.7551 -0.3 0.4 0.4
H 6.4600 -2.8588 1.0328 -0.6 -0.3 0.0
H 2.0693 2.2046 -2.2975 -0.1 0.0 -0.6
H 1.4503 -0.7339 -5.4881 -0.3 -0.3 -0.1
C -0.4644 1.4105 6.8082 1.7 -1.9 0.8
H -3.7285 -3.7544 -1.6118 0.4 -0.1 -0.5
H -0.2558 1.6634 -2.9156 0.4 -0.3 -0.7
O -0.3022 0.6086 4.0345 -0.7 0.4 0.0
H 8.9255 3.3141 -2.1175 0.0 -0.1 0.2
C 1.9956 3.1896 -6.8738 1.0 -0.6 -0.5
H -3.8162 -0.8538 5.7380 0.3 -0.1 0.3
H 0.3811 -3.1075 5.1932 -0.4 0.1 0.0
H -0.7182 2.8682 4.3135 0.2 0.0 0.1
H -1.8005 -2.9772 1.3391 0.0 -0.7 -0.1
C -4.1324 -1.4801 -0.3527 0.4 -0.4 1.2
C -1.5357 1.5025 5.7878 -1.9 1.6 -0.9
C -1.4720 -6.3934 0.9872 0.6 -1.0 -1.0
C 0.1190 4.2773 0.6531 -0.8 0.6 0.5
H -0.4387 0.8839 -4.5702 -0.3 0.6 0.4
H 4.5645 0.8712 -6.0523 -0.3 -0.1 -0.2
H -4.9770 -4.4774 -3.9608 0.2 -0.6 -0.2
C -5.8938 -4.8945 1.6665 -0.9 -1.2 -1.1
H -3.3949 0.3135 2.2061 -0.3 0.0 -0.2
O 1.3397 -1.5800 4.1227 0.0 -0.8 0.1
O 3.4283 -3.1810 -0.4390 0.0 0.3 0.3
N 1.7598 1.1278 -5.6136 -1.0 0.1 0.3
H 1.5548 3.9416 -0.8818 0.1 -0.2 0.2
H 0.5569 6.7267 -0.8717 0.1 0.0 -0.2
C 6.2880 2.4304 1.0624 0.1 -1.4 -1.9
C 6.3596 2.4663 -3.1507 -1.2 -0.8 0.3
H 3.4785 -4.0619 -0.8235 0.2 0.1 0.0
N -4.1593 -2.2775 -2.7683 -0.2 0.3 -0.7
H 3.2026 2.7425 -3.4859 0.7 0.5 -0.2
H -4.0365 -7.9673 1.7379 -0.6 0.8 0.0
C -2.9188 -6.0371 3.7881 -0.5 -0.4 -1.6
H -7.2829 -1.5304 -3.8633 0.6 -0.1 0.3
C -3.8485 -0.0870 4.9726 -0.9 0.6 -0.4
H -2.4370 -4.0270 3.3125 0.7 -0.5 0.0
C -4.8334 -7.2404 1.4497 0.0 1.0 -0.5
O 1.6901 -2.0311 1.2583 -0.8 0.7 -0.2
H 1.9675 -4.8860 4.5440 -0.2 -0.1 0.6
C 0.0699 4.6065 2.2154 -0.8 -0.7 -0.8
H -0.9708 4.6451 2.5809 0.5 0.2 -0.3
H -2.9496 -2.0082 2.9649 0.5 0.4 0.4
H 8.0513 0.1692 0.2751 -0.1 -0.1 -0.2
C -1.5009 2.8806 5.0701 1.9 0.0 -0.3
H 8.4793 3.3033 2.0925 0.0 -0.1 0.1
H 2.3852 -0.1241 -0.7689 1.0 -0.1 0.1
C 4.7372 -2.6147 -0.2913 0.7 -0.2 -0.5
C -2.8930 1.5719 6.5429 0.9 -1.0 -0.4
C -2.3410 -0.9299 -1.9848 0.5 0.3 0.5
H 1.9517 -2.6155 5.7709 0.2 -0.1 -0.1
C 4.1089 1.8570 -6.1698 -0.8 0.1 0.1
C -2.0022 -5.0264 3.0818 -0.2 0.5 1.0
N -0.5030 5.3036 -0.2025 -0.1 0.1 -0.5
C 2.4755 1.9828 -3.3081 -0.3 0.1 0.8
C 5.2765 1.4189 0.4251 1.3 1.0 0.6
C 6.9535 0.3017 -2.0068 0.8 1.1 0.9
H -5.7878 -7.5640 1.8349 -0.2 -0.3 0.3
H -2.9778 2.5568 7.0127 0.2 -0.3 0.2
C 1.5506 4.2202 0.1790 -0.3 -0.9 -0.2
C -2.1747 6.3912 -1.4988 -1.8 -0.4 -1.0
H -1.4752 -3.8660 -0.1055 0.1 -0.3 -0.8
H 2.6576 4.4054 -5.1389 0.5 -0.3 0.0
H -4.9353 1.4784 6.2967 -0.3 -0.8 -0.6
H -5.1659 -6.1980 3.9709 0.2 -0.6 -0.2
H -2.1220 -0.8891 -3.0437 0.2 0.3 -0.2
H 7.3030 2.5858 -3.6430 0.7 0.3 0.0
H -2.1669 3.5978 -1.5832 0.2 0.4 -0.2
H -6.1842 -5.0911 0.6300 -0.3 0.2 0.0
H -1.6911 -1.6980 -1.5397 -0.6 -0.2 -0.2
H 1.7554 0.5351 0.8437 0.8 0.3 0.0
H 0.5705 1.5483 6.4505 -0.5 -0.1 -0.3
C 5.6475 -3.4813 0.6036 0.6 0.8 -0.6
H -0.3947 2.6591 -0.7563 0.1 0.1 1.1
H -2.8058 -6.0753 4.8677 0.3 -0.2 0.0
C -2.0990 3.0619 0.4898 -0.1 0.6 -0.9
H 7.0531 -0.2145 -1.0697 -0.7 -0.4 0.3
H -4.7283 -0.3483 4.3453 0.5 0.1 0.1
H 2.0624 5.1560 0.2522 0.3 0.5 0.4
H -2.3519 3.2314 4.5295 -1.1 -0.3 -0.1
H -4.5482 0.9416 -1.6201 0.2 -0.7 -0.2
H -2.0276 -2.1739 4.4943 0.0 -0.2 0.4
C -4.0810 1.3338 5.6193 0.6 -2.2 1.4
H 9.4597 1.1690 0.4870 0.4 -0.1 -0.1
O -3.4083 -3.4398 -2.4898 -0.4 0.1 1.0
N 7.5331 2.5704 -1.0378 -1.0 0.2 -1.0
H -0.1116 3.2231 -5.2425 -0.2 -0.4 -0.1
H 9.5099 3.5886 0.7528 0.0 0.0 -0.5
H -5.6873 -0.9802 -4.4140 -0.3 -0.1 0.5
C -1.3759 -3.9287 0.9574 -0.4 1.0 1.0
H -3.4029 -6.0384 -0.3599 0.1 -0.7 -0.6
C -5.5113 -3.6133 -4.3071 0.3 0.8 1.0
H 5.7988 1.8090 -3.8167 -0.2 0.0 0.0
C 0.2637 1.1330 -3.7523 -2.0 -0.4 -0.4
C -1.9650 5.4576 -0.3460 0.9 -0.2 1.3
H 0.5471 5.5676 2.4059 0.1 -0.1 0.1
C 5.1477 1.7750 -1.0181 0.5 1.1 -0.9
H 0.5036 0.1356 -3.4331 0.7 -0.3 0.6
H -3.7288 6.1810 0.8224 -0.3 -0.5 -0.3
O 8.8426 2.4768 -1.6443 -0.7 -0.2 0.0
H 5.8010 3.4075 -3.0872 0.3 -0.1 0.1
C 0.8876 -1.3016 0.2945 1.1 0.8 0.2
H -6.4940 -3.8995 -4.6710 -0.2 0.1 0.1
H 1.3359 5.0089 -6.0974 0.0 -0.8 0.9
H -2.6867 2.1373 0.4661 0.4 0.0 -0.4
C -6.1969 -0.2710 -2.4423 2.0 0.2 -0.5
C 1.7702 4.0633 -5.6552 -0.3 0.7 -1.3
H 2.9527 1.0225 -3.1965 0.3 -0.4 -0.2
H -2.7222 -6.9753 3.2483 0.2 -0.4 1.1
H 2.0175 3.4628 0.7943 0.7 -0.2 -0.1
H -1.9518 -7.3182 1.2743 -0.2 -0.2 0.5
C -6.2391 -1.3440 -3.5178 -0.9 0.0 -0.6
H 4.6642 -1.5778 0.0875 -0.5 -0.7 0.1
H 3.0821 1.4898 -8.7488 -0.5 0.0 0.2
H -6.6994 -5.3171 2.2912 0.2 0.5 -0.1
H 4.4805 1.1853 -1.6320 -0.4 -0.4 0.2
C -3.8352 -1.1572 -1.8356 -1.1 -0.4 0.6
H 0.7489 -1.9159 -0.5729 -0.2 -0.4 -0.6
C 1.9460 -3.9333 4.0264 0.4 -0.9 -0.1
H 3.0322 0.0082 -7.7931 -0.1 0.2 -0.1
H 2.9785 -3.8182 3.6971 0.0 0.6 0.0
O 0.1245 6.5858 -0.0289 -0.4 -0.4 0.6
C 6.4878 1.7543 -1.7897 0.8 0.5 0.0
H -3.2586 1.7330 3.1765 0.0 0.5 0.2
H 8.3307 0.8988 1.8111 0.1 0.2 -0.2
C 8.4604 3.5017 1.0171 -0.1 0.0 0.7
C 1.3877 1.9045 -4.3714 0.4 -0.6 -0.1
H 1.3850 -1.8231 3.1824 0.2 0.1 -0.2
C -2.7568 0.8209 2.9273 -0.5 -0.8 -1.5
C 7.6865 2.3312 0.3629 -0.3 1.1 1.9
O 2.2152 -0.2056 -5.2711 0.4 1.3 -0.1
C 2.5227 0.9709 -7.9550 0.9 -0.5 0.9
H -1.6731 5.9937 -2.3620 0.3 -0.3 -0.6
H -1.8474 1.0305 2.3812 0.3 0.1 0.2
H -1.5155 -6.4478 -0.1283 0.2 0.5 0.7
C 2.5743 1.7616 -6.6370 1.8 0.5 0.7
H -0.0696 -1.1295 0.7538 -0.5 0.1 0.2
C 1.5650 0.0503 -0.1049 -1.8 -0.6 0.3
H -1.2479 3.6800 5.7806 0.0 -0.3 0.0
H -2.7870 0.7632 7.3062 -0.8 0.6 -0.2
H 6.1766 -4.2994 0.0877 -0.5 0.2 -0.1
H -6.5721 -0.5962 -1.4764 -0.2 -0.1 0.0
H -2.0331 -0.0182 -1.4611 -0.2 0.2 -0.3
```
Forces are in eV/Å.

Its net charge is 0. Its SMILES is CC1(C)CCCC(C)(C)N1O.CC1(C)CCCC(C)(C)N1O.CC1(C)CCCC(C)(C)N1O.CC1(C)CCCC(C)(C)N1O.CC1(C)CCCC(C)(C)N1O.CC1(C)CCCC(C)(C)N1O.CCO.CCO.CCO. The HOMO energy is -8.1212 eV. The relative energy (zero: lowest compared OMol25 entry of this formula, charge and spin) is 0.0 kcal per mole.